{
  "formula": "C4H12",
  "method": "ωB97M-V/def2-TZVPD",
  "relative_energy_ev": 0.2547,
  "orbital_gap_ev": 12.83,
  "total_energy_ha": -159.575613,
  "smiles": "CC.CC",
  "lumo_energy_ha": 0.042,
  "symbols": ["C", "C", "H", "H", "H", "H", "H", "H", "C", "C", "H", "H", "H", "H", "H", "H"],
  "coordinates": [[-1.020079, 1.494356, -0.080819], [-1.805374, 1.784075, -1.351397], [-1.550268, 1.786898, 0.828372], [-0.774983, 0.435298, -0.014011], [-0.012452, 1.936760, -0.054516], [-2.772778, 2.239030, -1.113045], [-1.315220, 2.422138, -2.075160], [-2.115001, 0.886509, -1.872744], [0.960055, -2.133548, 0.379774], [1.862270, -1.087440, 1.032126], [0.730803, -1.821649, -0.638164], [1.473034, -3.103616, 0.349522], [0.065699, -2.352882, 0.981523], [1.480945, -0.074918, 0.907368], [2.850832, -1.207984, 0.601684], [1.942521, -1.203031, 2.119484]],
  "forces_ev_per_a": [[0.91, -0.32, 0.11], [-0.99, 0.14, 0.07], [0.10, -0.04, -0.14], [-0.33, -0.19, 0.16], [-0.45, 0.35, -0.09], [0.22, 0.27, 0.02], [0.25, 0.16, 0.00], [0.28, -0.37, -0.13], [0.10, -0.43, 0.68], [-0.23, -0.23, 0.45], [-0.31, -0.21, 0.04], [0.04, 0.23, -0.22], [-0.04, 0.45, -0.45], [0.13, 0.04, -0.33], [0.23, 0.45, 0.03], [0.07, -0.29, -0.19]],
  "mulliken_charge": [-0.540, -0.916, 0.331, 0.000, 0.267, 0.261, 0.276, 0.304, -0.879, -0.619, 0.250, 0.348, 0.262, 0.129, 0.265, 0.261]
}



{
  "formula": "C4H12",
  "method": "ωB97M-V/def2-TZVPD",
  "relative_energy_ev": 0.4289,
  "orbital_gap_ev": 12.62,
  "total_energy_ha": -159.569209,
  "smiles": "CC.CC",
  "lumo_energy_ha": 0.044,
  "symbols": ["C", "C", "H", "H", "H", "H", "H", "H", "C", "C", "H", "H", "H", "H", "H", "H"],
  "coordinates": [[-0.311098, 0.705284, 1.536903], [0.886522, 0.013628, 2.225556], [-0.133484, 1.250119, 0.602238], [-1.063951, -0.030757, 1.277125], [-0.618839, 1.580146, 2.116106], [1.684979, -0.123433, 1.528632], [0.592222, -0.973915, 2.564490], [1.208452, 0.642140, 3.049798], [-0.994433, -0.501261, -1.613266], [0.409515, -0.264927, -2.107418], [-1.244872, 0.066254, -0.720552], [-1.740919, -0.289891, -2.377120], [-1.135698, -1.531281, -1.273560], [0.655578, 0.783644, -2.309074], [0.614405, -0.742329, -3.068676], [1.191617, -0.583414, -1.431183]],
  "forces_ev_per_a": [[0.41, 0.76, -0.24], [-0.84, 0.59, -0.48], [0.79, -0.56, -0.14], [-0.51, 0.32, 0.49], [-0.79, -0.67, 0.51], [0.73, -0.07, -0.32], [0.02, -0.01, 0.33], [0.29, -0.27, 0.16], [-0.38, -0.36, 0.43], [0.72, 0.58, -0.69], [0.08, 0.33, -0.31], [-0.01, 0.01, -0.03], [0.06, -0.13, -0.35], [-0.41, 0.09, 0.17], [-0.18, -0.29, 0.11], [0.01, -0.32, 0.38]],
  "mulliken_charge": [-0.770, -0.817, 0.221, 0.217, 0.379, 0.242, 0.268, 0.281, -0.584, -0.899, 0.046, 0.304, 0.236, 0.281, 0.337, 0.260]
}



{
  "formula": "C4H12",
  "method": "ωB97M-V/def2-TZVPD",
  "relative_energy_ev": 0.2106,
  "orbital_gap_ev": 12.76,
  "total_energy_ha": -159.577232,
  "smiles": "CC.CC",
  "lumo_energy_ha": 0.041,
  "symbols": ["C", "C", "H", "H", "H", "H", "H", "H", "C", "C", "H", "H", "H", "H", "H", "H"],
  "coordinates": [[-1.468650, -0.513889, 1.449155], [-1.091630, -1.965180, 1.695142], [-1.367204, 0.135038, 2.320780], [-0.830156, -0.030880, 0.706067], [-2.489501, -0.418144, 1.080369], [-0.116626, -2.206811, 1.266533], [-1.825755, -2.693154, 1.356117], [-0.948260, -2.218797, 2.752221], [1.756079, 0.653526, -1.625428], [0.793798, 1.839152, -1.512451], [1.262413, -0.161226, -2.167860], [2.633612, 0.934636, -2.204698], [2.024160, 0.217613, -0.665866], [1.334006, 2.730201, -1.187322], [0.327237, 2.126328, -2.454034], [0.006476, 1.571585, -0.808724]],
  "forces_ev_per_a": [[-0.08, 0.56, -0.20], [0.65, -0.53, 0.69], [-0.12, -0.26, 0.17], [-0.01, -0.26, -0.14], [-0.04, 0.04, 0.09], [-0.17, -0.05, -0.28], [-0.01, 0.14, -0.36], [-0.20, 0.35, 0.02], [-0.63, -0.18, -0.78], [0.33, -0.10, 0.25], [0.10, 0.07, -0.03], [0.20, -0.14, 0.18], [0.23, 0.33, 0.14], [-0.18, -0.04, 0.34], [0.02, -0.30, -0.14], [-0.09, 0.37, 0.05]],
  "mulliken_charge": [-0.313, -0.877, 0.295, -0.229, 0.298, 0.291, 0.268, 0.269, -0.847, -0.643, 0.260, 0.330, 0.260, 0.248, 0.269, 0.121]
}



{
  "formula": "C4H12",
  "method": "ωB97M-V/def2-TZVPD",
  "relative_energy_ev": 0.3280,
  "orbital_gap_ev": 12.70,
  "total_energy_ha": -159.572917,
  "smiles": "CC.CC",
  "lumo_energy_ha": 0.042,
  "symbols": ["C", "C", "H", "H", "H", "H", "H", "H", "C", "C", "H", "H", "H", "H", "H", "H"],
  "coordinates": [[-0.047340, -1.309271, -1.244144], [-1.152777, -2.032254, -1.971418], [-0.053244, -0.243359, -1.478097], [-0.065234, -1.360178, -0.155656], [0.958823, -1.642870, -1.510342], [-1.525569, -2.862053, -1.393256], [-0.910888, -2.569340, -2.899704], [-1.986841, -1.423026, -2.313270], [0.773689, 1.547163, 0.888663], [0.393615, 1.755720, 2.349813], [1.465105, 0.715877, 0.785126], [-0.061484, 1.247027, 0.263292], [1.236229, 2.426147, 0.443823], [-0.017542, 2.759320, 2.504677], [1.240554, 1.754344, 3.031228], [-0.366661, 1.048913, 2.606629]],
  "forces_ev_per_a": [[0.86, 0.78, -0.21], [-0.48, -1.06, -0.81], [-0.02, 0.00, -0.07], [-0.46, -0.21, 0.00], [-0.13, -0.21, -0.16], [-0.48, -0.09, 0.56], [0.81, 0.44, 0.08], [-0.10, 0.30, 0.56], [0.37, -0.20, -0.04], [0.04, 1.18, -0.47], [0.31, -0.07, 0.05], [-0.35, 0.29, 0.09], [0.05, 0.03, -0.01], [-0.27, -0.14, -0.18], [0.12, -0.54, -0.02], [-0.26, -0.51, 0.62]],
  "mulliken_charge": [-0.719, -0.958, 0.204, 0.272, 0.343, 0.278, 0.295, 0.284, -0.723, -0.905, 0.259, 0.167, 0.359, 0.264, 0.283, 0.295]
}



{
  "formula": "C4H12",
  "method": "ωB97M-V/def2-TZVPD",
  "relative_energy_ev": 1.4165,
  "orbital_gap_ev": 12.35,
  "total_energy_ha": -159.532917,
  "smiles": "CC.CC",
  "lumo_energy_ha": 0.041,
  "symbols": ["C", "C", "H", "H", "H", "H", "H", "H", "C", "C", "H", "H", "H", "H", "H", "H"],
  "coordinates": [[-2.555725, -1.023754, -0.546292], [-1.127092, -1.325503, -0.463733], [-3.246412, -1.684139, 0.070499], [-2.825534, -0.105927, -0.201087], [-2.881907, -1.114122, -1.631280], [-1.006073, -2.413511, -0.344414], [-0.875516, -0.734031, 0.373233], [-0.624587, -0.997714, -1.379577], [2.096577, 0.471804, 0.396363], [1.616201, 1.899826, 0.603746], [1.438590, -0.013485, -0.330450], [3.119563, 0.293080, 0.054407], [2.225701, -0.106484, 1.417956], [1.470082, 1.999219, 1.681157], [2.369270, 2.782533, 0.136748], [0.657058, 1.960347, 0.212310]],
  "forces_ev_per_a": [[-3.18, -3.12, -2.37], [0.30, -0.89, -0.43], [1.03, 0.29, -0.79], [-0.44, 3.00, 0.64], [-0.15, 0.12, 1.31], [0.52, 0.54, 0.18], [1.68, 0.06, 1.07], [0.20, 0.00, 0.39], [1.13, -1.63, 1.42], [3.40, 1.49, 0.25], [0.18, -0.44, 0.52], [-0.02, 0.73, -0.48], [-1.11, 0.90, -1.93], [0.35, 0.77, -0.09], [-2.23, -2.43, 1.40], [-1.66, 0.63, -1.09]],
  "mulliken_charge": [-0.983, -0.556, 0.258, 0.353, 0.236, 0.272, 0.171, 0.244, -0.633, -0.734, 0.067, 0.340, 0.223, 0.231, 0.235, 0.276]
}



{
  "formula": "C4H12",
  "method": "ωB97M-V/def2-TZVPD",
  "relative_energy_ev": 0.8058,
  "orbital_gap_ev": 12.18,
  "total_energy_ha": -159.555358,
  "smiles": "CC.CC",
  "lumo_energy_ha": 0.041,
  "symbols": ["C", "C", "H", "H", "H", "H", "H", "H", "C", "C", "H", "H", "H", "H", "H", "H"],
  "coordinates": [[-0.404422, 0.002087, -2.712854], [0.176365, -0.172306, -1.275494], [0.308555, -0.462856, -3.396812], [-1.403336, -0.492949, -2.841225], [-0.859303, 0.978987, -2.883648], [0.461625, 0.822515, -0.980294], [1.034393, -0.819592, -1.171010], [-0.704124, -0.448725, -0.686287], [0.520156, 0.726687, 2.067976], [-0.151841, -0.617522, 1.896098], [0.874391, 0.926052, 3.077178], [1.392114, 0.894486, 1.423671], [-0.144427, 1.568439, 1.867246], [0.180553, -1.189205, 1.044642], [-1.231887, -0.430825, 1.811541], [-0.048813, -1.285279, 2.759268]],
  "forces_ev_per_a": [[-1.17, -1.39, 0.51], [-1.97, 1.08, -0.98], [-0.40, 0.89, -0.65], [1.06, -0.75, 0.28], [1.42, 0.60, -0.37], [0.37, 0.29, 0.56], [-0.12, -0.42, -0.11], [0.75, -0.21, 0.38], [0.77, 0.93, 0.02], [-0.88, -0.28, 0.73], [0.02, -0.28, 0.20], [-0.15, -0.28, 0.04], [-0.16, -0.15, -0.20], [0.07, 0.06, -0.21], [0.20, -0.37, -0.20], [0.18, 0.27, 0.01]],
  "mulliken_charge": [-1.026, -0.633, 0.262, 0.265, 0.326, 0.248, 0.395, 0.147, -0.856, -0.795, 0.323, 0.255, 0.282, 0.225, 0.256, 0.327]
}



Number 1: E_HOMO -11.684 eV. Number 2: E_HOMO -11.424 eV. Number 3: E_HOMO -11.647 eV. Number 4: E_HOMO -11.556 eV. Number 5: E_HOMO -11.237 eV. Number 6: E_HOMO -11.052 eV.